C9H14 | ωB97M-V with the def2-TZVPD basis set

Results
* relative energy (zero: lowest compared OMol25 entry of this formula, charge and spin): 61.1 kJ/mol
* E: -9559.548 eV
* LUMO energy: 1.00 eV
* frontier orbital gap: 10.0 eV
* SMILES string: Cc1ccccc1.CC
* charge: 0

Last columns: bonded neighbours and bond lengths (Å).
Geometry (Å):
1 C -2.10 0.70 2.54  C2 1.542, H3 1.089, H4 1.079, H5 1.094
2 C -2.61 -0.61 1.92  C1 1.542, H6 1.090, H7 1.086, H8 1.101
3 H -1.67 1.27 1.72  C1 1.089
4 H -2.88 1.17 3.13  C1 1.079
5 H -1.23 0.53 3.18  C1 1.094
6 H -3.56 -0.92 2.34  C2 1.090
7 H -1.81 -1.34 1.81  C2 1.086
8 H -2.92 -0.42 0.88  C2 1.101
9 C 2.08 0.50 1.22  C13 1.500, H20 1.094, H21 1.089, H23 1.090
10 C 1.05 -1.13 -2.04  C11 1.381, C12 1.395, H16 1.084
11 C 1.73 -0.81 -0.88  C10 1.381, C13 1.393, H17 1.083
12 C -0.18 -0.53 -2.35  C10 1.395, C14 1.406, H18 1.077
13 C 1.28 0.16 0.00  C9 1.500, C11 1.393, C15 1.404
14 C -0.53 0.59 -1.58  C12 1.406, C15 1.379, H19 1.082
15 C 0.19 0.93 -0.46  C13 1.404, C14 1.379, H22 1.085
16 H 1.45 -1.86 -2.73  C10 1.084
17 H 2.63 -1.33 -0.58  C11 1.083
18 H -0.73 -0.92 -3.19  C12 1.077
19 H -1.23 1.29 -2.02  C14 1.082
20 H 1.56 0.26 2.15  C9 1.094
21 H 2.35 1.56 1.25  C9 1.089
22 H -0.03 1.84 0.09  C15 1.085
23 H 2.99 -0.10 1.23  C9 1.090